A structure of composition C26H22BeIN3O2 in a non-equilibrium geometry. Source: the OMol25 dataset; level of theory: wB97M-V/def2-TZVPD.

Geometry as XYZ:
```
55
Properties=species:S:1:pos:R:3:forces:R:3:lowdin_charge:R:1
Be -0.653300 -0.129400 -0.272700 0.0 0.0 0.2 0.066
C -2.986300 0.912700 -3.757000 0.1 0.1 0.1 -0.013
C -1.659400 0.232300 -3.851800 -0.2 0.0 0.2 -0.246
N -1.360600 -0.352000 -4.977700 -0.3 0.3 0.0 0.123
C -0.226400 -1.051200 -5.097300 0.7 -0.4 0.0 -0.091
C 0.671000 -1.224700 -4.074800 -0.1 -0.1 -0.3 -0.134
C 1.901000 -2.071300 -4.280400 0.1 0.1 0.4 -0.226
O 1.965100 -2.504100 -5.617100 0.0 -0.2 -0.3 -0.055
C 0.379400 -0.628100 -2.816800 -0.9 0.2 -0.6 -0.072
C 1.296100 -0.686100 -1.748600 0.7 -0.2 0.2 -0.034
N 1.104700 -0.329500 -0.509700 -0.9 0.0 -0.6 0.091
C 2.250600 -0.306100 0.290200 0.8 0.1 0.5 -0.293
C 3.439100 0.219300 -0.238400 -0.2 0.0 -0.1 -0.029
C 4.629400 0.202000 0.457300 0.0 -0.1 0.0 -0.074
C 4.677300 -0.369100 1.717100 0.1 0.1 -0.1 -0.084
C 3.514000 -0.852200 2.282300 0.0 0.0 0.1 -0.168
C 2.310000 -0.793700 1.596300 -0.5 -0.2 0.3 -0.577
I 0.621200 -1.509000 2.651900 0.6 0.0 0.0 1.092
C -0.821300 0.127900 -2.689600 0.7 -0.8 -0.9 -0.239
O -1.148600 0.660400 -1.582000 -0.2 0.5 0.8 -0.008
H -3.528300 0.756700 -4.685500 0.0 0.0 0.0 0.079
H -2.867700 1.979500 -3.583200 0.0 0.2 0.1 0.083
H -3.544700 0.506100 -2.915300 -0.1 0.0 0.1 0.075
H -0.059900 -1.501900 -6.063900 0.1 0.0 0.0 0.111
H 1.862300 -2.929600 -3.589900 0.1 0.1 -0.1 0.134
H 2.801100 -1.478600 -4.041300 -0.1 -0.1 0.1 0.124
H 2.686800 -3.132200 -5.712800 0.0 0.1 0.1 0.094
H 2.288300 -1.055700 -2.012900 0.0 0.0 0.1 0.127
H 3.401400 0.653100 -1.226800 0.0 0.1 0.0 0.117
H 5.513100 0.636600 0.015200 0.1 0.0 -0.1 0.107
H 5.610900 -0.428100 2.253300 0.1 0.0 0.1 0.106
H 3.535900 -1.276900 3.273800 0.0 0.0 0.1 0.084
N -1.280500 0.946800 1.059200 0.2 -0.1 -0.2 0.108
C -2.652000 1.060400 0.654400 -0.8 0.2 0.0 -0.238
C -3.197400 2.314800 0.450400 0.1 0.0 0.0 -0.028
C -4.499100 2.452300 0.000100 0.0 0.0 0.0 -0.083
C -5.256300 1.322200 -0.247700 -0.1 0.0 -0.1 -0.084
C -4.711500 0.068600 -0.040800 0.0 0.1 0.2 -0.025
C -3.408200 -0.091400 0.423600 -0.2 0.3 0.0 -0.133
C -2.835500 -1.441700 0.534600 0.3 -0.3 -0.1 -0.207
C -3.609300 -2.484700 1.032100 -0.1 0.0 0.1 -0.051
C -3.133200 -3.780700 1.006400 -0.1 -0.1 0.1 -0.095
C -1.885900 -4.029900 0.460400 0.1 -0.1 0.0 -0.108
C -1.110000 -2.974900 0.008400 0.2 0.2 -0.2 -0.168
C -1.532000 -1.642500 0.048300 -0.1 0.0 0.0 -0.143
H -1.219200 0.426900 1.928900 0.1 0.0 0.1 0.034
H -0.897000 1.876100 1.205000 0.1 -0.1 0.0 0.128
H -2.586000 3.193500 0.613400 0.0 0.1 0.1 0.113
H -4.912600 3.435200 -0.169600 0.0 0.1 0.0 0.102
H -6.263800 1.415000 -0.626200 -0.1 0.0 0.0 0.103
H -5.294900 -0.813900 -0.261500 0.0 -0.1 0.0 0.116
H -4.575300 -2.268300 1.465600 -0.2 0.0 0.0 0.108
H -3.729600 -4.588600 1.406500 0.0 -0.1 0.0 0.098
H -1.508400 -5.044300 0.420900 0.0 0.0 0.0 0.098
H -0.120600 -3.197300 -0.383300 0.1 0.0 0.0 0.086
```
Positions in Å, forces in eV/Å.

Output
Kohn-Sham gap ... 7.27 eV
HOMO ... -7.821 eV
2S+1 ... 1


A structure of composition C26H71FeN3O19PY in a non-equilibrium geometry. Source: the OMol25 dataset; level of theory: wB97M-V/def2-TZVPD.

Geometry as XYZ:
```
122
Properties=species:S:1:pos:R:3:forces:R:3:lowdin_spin:R:1
Fe -5.514830 -19.509700 14.721470 -0.2 -2.0 -2.2 4.245
Y -6.107960 -24.699060 12.021550 -0.8 -2.2 -1.6 0.002
P -5.874320 -22.323860 12.958430 -2.2 -4.2 -1.6 0.020
O -6.568460 -22.540220 11.586160 -0.1 2.6 0.1 0.017
O -5.710320 -20.889020 13.423130 0.6 2.3 1.9 0.221
O -4.663190 -23.218660 12.692610 3.4 1.9 0.0 0.010
O -6.667650 -23.356110 13.783240 -0.6 1.8 0.9 0.012
C -5.674690 -27.654220 15.641420 -1.6 -0.7 -0.6 0.000
C -6.095500 -26.992690 14.317510 1.7 0.2 -0.8 0.000
C -7.539200 -26.556580 14.224350 -0.9 -1.0 1.0 0.000
O -7.876690 -25.656180 13.159580 -0.3 -0.3 0.9 0.000
C -9.247680 -25.239880 13.247080 -1.0 0.1 0.2 0.000
N -5.198880 -25.858250 13.965260 -0.3 0.0 0.9 0.000
H -4.651090 -28.027820 15.668860 0.0 0.4 -0.2 0.000
H -6.309520 -28.540260 15.638760 0.1 -0.3 0.6 0.000
H -5.934660 -27.098270 16.542210 0.2 0.3 -0.2 0.000
H -5.940580 -27.719990 13.520550 0.1 -0.3 0.0 0.000
H -7.847840 -26.220480 15.214240 -0.1 0.9 -0.1 0.000
H -8.134850 -27.458570 14.083910 -0.1 -0.2 -0.1 0.000
H -9.965410 -25.998720 12.935430 0.4 -0.6 -0.3 0.000
H -9.465840 -24.380770 12.612690 0.6 0.0 0.2 0.000
H -9.555530 -25.037670 14.272960 0.5 0.3 0.1 0.000
H -5.198060 -25.295980 14.804280 -0.5 1.1 0.2 0.000
H -4.234020 -26.143040 14.054990 0.4 -0.6 -0.6 0.000
C -3.493270 -25.274540 10.158680 1.6 0.6 0.5 0.000
C -4.549550 -25.031380 9.131440 1.1 -1.2 -0.2 0.000
O -5.599610 -24.275550 9.678360 0.3 0.7 -0.3 0.000
O -4.036950 -25.835010 11.344470 -0.8 -0.9 0.5 0.000
H -2.989750 -24.401400 10.573650 -0.4 0.8 -0.9 0.000
H -2.640470 -25.839730 9.782670 -0.4 -0.5 -0.3 0.000
H -5.022140 -25.946420 8.774430 0.5 -0.4 -0.1 0.000
H -4.039540 -24.546150 8.299250 -0.2 0.3 -0.1 0.000
H -5.893600 -23.799690 8.898140 -0.9 0.6 0.5 0.000
H -3.533840 -26.605180 11.618890 -0.1 -0.1 0.1 0.000
C -7.914680 -27.073900 10.510170 -2.8 0.2 -0.3 0.000
C -8.361550 -25.797700 9.837090 -0.6 -0.3 -2.1 0.000
O -8.144760 -24.673090 10.610820 0.8 0.6 2.0 0.000
O -6.654970 -26.875940 11.011120 2.4 -0.1 0.3 0.000
H -7.960340 -27.937280 9.846410 0.0 0.2 -0.3 0.000
H -8.553400 -27.298720 11.364330 -0.5 0.0 -0.1 0.000
H -9.407480 -25.742340 9.535300 -0.1 -0.9 0.0 0.000
H -7.803460 -25.584140 8.925480 0.2 -0.8 -0.4 0.000
H -8.745240 -23.977240 10.333690 -0.3 0.6 0.3 0.000
H -6.360410 -27.753340 11.266090 0.7 0.0 0.2 0.000
C -4.687850 -20.964560 8.885610 -0.4 1.5 0.6 0.000
C -3.373190 -20.644310 9.701060 -2.1 -1.7 0.2 0.000
O -3.168140 -21.771010 10.586640 1.1 0.5 -0.4 0.000
O -5.928390 -20.657450 9.619700 1.4 0.7 -0.7 0.000
H -4.763110 -21.985860 8.512250 0.6 -0.1 0.2 0.000
H -4.712390 -20.318380 8.008140 -0.1 0.1 0.0 0.000
H -3.524870 -19.737260 10.286190 -0.1 0.2 -0.1 0.000
H -2.508180 -20.484490 9.057400 0.0 -0.4 0.1 0.000
H -3.757580 -21.762000 11.344320 -0.3 0.0 -0.2 0.000
H -6.174280 -21.355840 10.230750 0.2 -0.7 0.3 0.000
C -8.664590 -22.526010 15.926220 0.5 -0.2 1.0 0.000
C -9.298370 -22.235050 17.276390 0.4 -0.2 -0.3 0.000
O -8.621900 -21.177320 17.917250 0.2 0.8 0.0 0.002
O -7.367220 -23.108480 16.164450 -1.7 0.5 0.6 0.002
H -8.537890 -21.619720 15.334020 0.0 0.4 0.0 0.000
H -9.363670 -23.143650 15.362390 0.2 -0.5 -0.1 0.000
H -9.142050 -23.113950 17.901850 -0.2 -0.1 -0.1 0.000
H -10.363180 -22.015800 17.197550 -0.1 -0.1 -0.1 0.000
H -9.197740 -20.410400 17.874360 0.1 0.1 0.3 0.000
H -7.102880 -23.326340 15.267640 0.8 -0.3 -0.4 0.000
C -2.658210 -21.157590 14.468020 2.9 -2.1 -0.9 0.006
C -2.460160 -22.576790 15.129770 -1.8 0.8 -0.6 0.004
O -3.705690 -23.275840 15.029810 1.0 0.2 2.2 0.002
O -3.562450 -20.380430 15.207370 -2.4 1.4 0.5 0.057
H -2.860630 -21.286670 13.404780 -1.1 0.2 0.2 0.000
H -1.730170 -20.588220 14.416540 0.4 -0.1 0.4 0.002
H -2.268190 -22.409370 16.189590 0.1 -0.2 0.1 0.000
H -1.645340 -23.172180 14.717860 0.2 0.4 -0.3 0.001
H -4.067500 -23.307900 14.141180 0.5 -0.1 -1.0 0.000
H -3.140920 -20.179010 16.046030 0.1 0.0 0.5 0.002
C -11.453150 -23.829480 7.256150 0.2 -0.4 -0.7 0.000
O -10.298070 -23.614730 8.055540 0.3 -0.6 1.2 0.000
C -10.216570 -22.282170 8.499710 0.3 1.1 -0.9 0.000
C -8.894600 -21.892440 9.213640 -1.8 -0.6 0.3 0.000
N -9.110720 -21.917470 10.683450 0.1 -1.1 -0.2 0.000
C -9.633110 -20.724230 11.307020 -0.1 0.0 -0.1 0.000
C -9.564410 -20.919390 12.832470 0.0 0.9 -0.7 0.000
O -9.835210 -19.598030 13.464810 -0.1 -2.1 0.5 0.004
C -10.535700 -19.714110 14.721820 -1.1 0.7 0.2 0.000
H -11.216310 -23.640860 6.209050 0.0 0.5 -0.1 0.000
H -12.298140 -23.209560 7.555800 0.0 -0.1 0.2 0.000
H -11.707070 -24.889430 7.245190 -0.1 0.0 0.6 0.000
H -11.057590 -21.992480 9.129680 -0.2 -0.2 0.2 0.000
H -10.290850 -21.686110 7.590150 0.0 0.5 -0.1 0.000
H -8.579710 -20.925520 8.821190 0.3 0.1 0.2 0.000
H -8.186700 -22.665640 8.915110 0.4 0.2 0.2 0.000
H -8.237400 -22.030330 11.178100 0.4 -0.5 -0.5 0.000
H -10.647660 -20.482830 10.989980 0.0 0.0 0.0 0.000
H -8.960040 -19.942330 10.955280 -0.2 0.9 0.4 0.000
H -8.589010 -21.335410 13.084700 0.6 0.6 0.2 0.000
H -10.183480 -21.749150 13.173550 -0.8 0.5 0.0 0.000
H -11.029770 -18.774560 14.969300 0.6 0.5 -0.3 0.000
H -9.938740 -19.998250 15.588430 0.4 -0.2 -0.3 0.000
H -11.429750 -20.337330 14.702390 0.4 -0.7 -0.5 0.000
C -10.517410 -15.377230 13.333740 1.0 0.0 1.1 0.001
O -9.676230 -16.465420 13.771050 1.0 -1.9 -0.1 0.002
C -8.273530 -16.133750 13.931440 -2.0 -0.1 -0.2 0.013
C -7.534840 -17.252860 14.743420 -1.5 1.1 -0.5 0.017
N -7.419070 -18.571210 14.031020 3.8 1.7 1.4 0.157
C -6.833090 -18.408600 12.709880 0.1 0.3 -2.4 0.015
C -5.485790 -17.666080 12.561300 -0.6 -0.1 0.8 0.008
O -4.583590 -18.147610 13.644870 -1.0 -1.0 0.5 0.134
C -3.192950 -17.819400 13.488510 0.6 1.7 -1.2 0.013
H -11.560480 -15.631960 13.146120 0.3 -0.8 0.0 0.000
H -10.086080 -14.962150 12.422830 -0.1 0.6 0.2 0.000
H -10.493000 -14.810250 14.264360 -0.3 1.4 -0.7 0.000
H -8.230300 -15.192460 14.479340 0.4 0.0 0.4 0.001
H -7.883140 -15.925040 12.935380 0.5 -0.1 -0.1 0.001
H -8.140330 -17.382090 15.640510 0.1 -0.3 0.0 0.000
H -6.579030 -16.823000 15.042990 0.3 -0.3 -0.1 0.003
H -8.345780 -18.948060 13.892100 -1.5 -1.2 0.0 0.005
H -7.531730 -17.845650 12.090940 -0.1 0.3 0.0 0.008
H -6.787080 -19.354410 12.170050 0.1 -0.1 0.4 0.001
H -5.637330 -16.591630 12.664740 0.4 0.0 0.3 0.002
H -5.021020 -17.848020 11.592290 -0.1 -0.3 0.1 0.001
H -2.474200 -18.098530 14.258960 -0.9 -0.3 0.4 0.001
H -3.247290 -16.733400 13.412730 0.6 0.1 0.2 0.005
H -2.815050 -18.165810 12.526590 -0.2 -0.4 0.0 0.002
```
Positions in Å, forces in eV/Å.

Output
Net charge ... +3
Kohn-Sham gap (spin up / spin down) ... 6.08 / 3.25 eV
HOMO (spin up / spin down) ... -15.285 / -15.285 eV
2S+1 ... 6


Q: The highest 2S+1 belongs to which entry?
A: C26H71FeN3O19PY


Q: What is the formula in the second record?
A: C26H71FeN3O19PY